{"formula": "C22H30O3OsS3", "method": "wB97M-V/def2-TZVPD", "homo_lumo_gap_ev": [8.0, 5.5], "relative_energy_kj_mol": 42.7, "s_squared": 6.0204, "charge": 2, "spin_multiplicity": 5, "homo_ev": [-14.22, -14.32], "elements": ["Os", "C", "C", "S", "C", "C", "S", "H", "H", "H", "H", "H", "H", "C", "O", "C", "C", "O", "C", "H", "H", "H", "H", "H", "H", "H", "H", "H", "H", "O", "S", "C", "C", "C", "C", "C", "C", "C", "C", "C", "C", "C", "C", "C", "C", "H", "H", "H", "H", "H", "H", "H", "H", "H", "H", "H", "H", "H", "H"], "positions_angstrom": [[-0.11275, 0.18123, 0.23351], [-1.10802, -3.85139, 2.24692], [-0.78657, -2.76581, 1.27129], [-0.83275, -1.16318, 1.91601], [-0.46961, -2.98338, -0.05026], [-0.35961, -4.32031, -0.69082], [-0.17980, -1.63564, -1.12340], [-1.45868, -3.43148, 3.18762], [-0.22062, -4.45427, 2.45296], [-1.87845, -4.51680, 1.85511], [-0.74343, -5.11432, -0.05555], [0.69167, -4.53038, -0.90887], [-0.88512, -4.32925, -1.64706], [0.31310, 1.73921, -2.69227], [0.86538, 1.38275, -1.41048], [2.26797, 1.64488, -1.22041], [2.94572, 0.38980, -0.70522], [2.32788, -0.05074, 0.50377], [2.99497, 0.35974, 1.70816], [0.98760, 1.44585, -3.49514], [0.13655, 2.81441, -2.74085], [-0.63136, 1.21233, -2.80623], [2.37272, 2.45700, -0.49493], [2.72404, 1.94741, -2.16220], [4.00609, 0.59368, -0.54763], [2.84400, -0.42188, -1.42673], [3.93090, -0.18982, 1.80868], [2.33524, 0.11004, 2.53656], [3.19716, 1.43298, 1.71105], [-0.34563, 1.86499, 1.43734], [0.29363, 3.22079, 1.77681], [-0.45049, 4.37875, 0.53686], [-1.91485, 4.61932, 0.68367], [-2.37144, 5.80744, 1.25267], [-3.73010, 6.05095, 1.37120], [-4.64511, 5.10657, 0.92591], [-4.19839, 3.92063, 0.35809], [-2.84072, 3.67688, 0.23734], [-0.56614, 3.68190, 3.32925], [-0.69144, 2.44349, 4.16700], [0.44616, 1.86429, 4.73002], [0.34009, 0.70895, 5.48536], [-0.90500, 0.12417, 5.68556], [-2.03763, 0.69343, 5.12099], [-1.93134, 1.84562, 4.35520], [-0.20974, 3.89028, -0.40880], [0.13092, 5.29794, 0.62383], [-1.65901, 6.54963, 1.59586], [-4.07601, 6.98267, 1.79793], [-5.70588, 5.29292, 1.02417], [-4.91340, 3.19503, -0.00666], [-2.48947, 2.75120, -0.20595], [-1.52885, 4.11533, 3.06844], [0.07376, 4.43220, 3.79698], [1.41372, 2.33725, 4.59235], [1.22284, 0.27310, 5.93498], [-0.99269, -0.76864, 6.29050], [-3.00871, 0.24576, 5.28652], [-2.81761, 2.29199, 3.91882]], "forces_ev_per_angstrom": [[0.69, 0.86, 0.01], [0.03, -0.07, 0.03], [-0.11, 0.52, 0.42], [0.04, -0.41, -0.05], [0.13, 0.29, -0.36], [0.00, -0.04, 0.03], [-0.15, -0.19, -0.12], [-0.01, -0.04, 0.00], [-0.01, -0.01, -0.01], [-0.01, 0.02, -0.02], [0.00, 0.00, -0.01], [0.00, -0.02, 0.03], [-0.02, -0.01, 0.01], [-0.21, 0.08, -0.28], [-0.29, -0.42, 0.60], [0.36, -0.03, 0.28], [-0.03, 0.11, -0.24], [-0.38, 0.07, 0.03], [0.03, -0.01, 0.15], [0.05, -0.08, 0.07], [0.05, -0.01, 0.07], [0.01, -0.02, 0.06], [-0.05, 0.04, -0.07], [-0.09, 0.04, -0.05], [0.02, -0.07, 0.04], [0.01, 0.01, 0.00], [-0.01, 0.01, -0.04], [0.00, 0.00, 0.00], [-0.05, 0.01, -0.05], [-0.44, -1.08, -0.67], [0.06, 0.86, -0.01], [0.04, -0.19, 0.28], [-0.19, 0.03, -0.01], [0.12, -0.04, -0.01], [-0.08, -0.01, -0.01], [0.04, -0.01, 0.06], [-0.07, -0.04, -0.02], [0.15, 0.02, 0.05], [0.15, -0.20, -0.09], [0.12, -0.15, 0.09], [-0.06, 0.12, -0.04], [0.01, -0.07, 0.02], [-0.02, 0.00, -0.05], [0.01, -0.06, 0.05], [0.01, 0.09, -0.07], [0.13, 0.02, 0.00], [0.07, -0.03, 0.02], [-0.01, 0.02, -0.03], [0.01, -0.01, 0.02], [0.00, 0.02, -0.04], [0.01, -0.01, 0.03], [-0.05, 0.02, -0.06], [-0.03, -0.01, -0.04], [0.02, 0.06, -0.09], [0.00, -0.01, 0.04], [-0.01, 0.01, 0.01], [0.00, 0.01, 0.01], [0.00, 0.01, 0.00], [0.00, 0.00, 0.00]]}